1.
C9H12N3O | ωB97M-V/def2-TZVPD

```
25
Properties=species:S:1:pos:R:3:forces:R:3:mulliken_charge:R:1
C -3.96739 -0.37501 0.76746 -4.18 1.01 0.54 -1.158
C -2.80267 0.25408 0.28236 2.80 1.76 -0.73 0.807
C -2.39242 1.50492 -0.19807 0.51 -4.31 1.07 -0.536
N -1.01583 1.40478 -0.47785 -0.12 -1.41 0.40 -0.440
C -0.70940 0.17966 -0.14280 3.01 0.80 -1.55 0.239
C 1.02283 -0.55061 -0.38215 -3.57 5.25 2.39 0.576
N 0.60688 -1.89156 -0.76851 4.34 -0.68 -0.09 -0.076
C 1.79552 0.47783 -1.20032 -0.41 -2.45 -3.54 -0.724
C 2.98548 0.95719 -0.54938 2.63 2.90 0.53 -0.227
C 3.18383 0.85841 0.76693 0.02 0.55 -1.11 -0.495
C 2.29863 0.06225 1.53929 0.39 -1.19 0.99 -0.194
N 1.39853 -0.64444 0.98611 -0.89 -1.67 0.69 -0.607
O -1.69571 -0.58599 0.33498 0.72 0.80 -0.58 -0.370
H -4.78581 -0.14559 -0.06292 1.14 -1.04 2.19 0.265
H -3.86812 -1.39390 1.12520 0.15 -0.42 -1.04 0.305
H -4.24894 0.07490 1.75846 -0.26 0.22 -1.06 0.281
H -3.06537 2.28784 -0.36298 -0.24 1.34 -0.33 0.444
H 1.40068 -2.56419 -0.90847 -0.42 0.67 0.31 0.364
H 0.08243 -1.94572 -1.57669 -2.13 0.02 -1.90 0.320
H 0.20555 -2.09766 0.10267 -1.70 -1.45 1.57 0.394
H 1.17470 1.28636 -1.62873 -0.10 -0.24 0.72 0.397
H 2.12924 -0.03973 -2.15730 -0.23 0.46 0.70 0.329
H 3.74970 1.64397 -1.10240 -1.68 -1.58 0.61 0.310
H 3.99328 1.35669 1.21949 0.86 0.36 0.52 0.436
H 2.52439 -0.11450 2.63563 -0.62 0.30 -1.31 0.359
```
Forces are in eV/Å.

Properties
* energy above the lowest of the compared OMol25 structures with the same formula, charge and spin: 105.7 kcal per mole
* SMILES: Cc1cnc([C@@]2([NH3+])CC=CC=N2)o1
* HOMO: -12.07 eV
* LUMO level: -3.76 eV
* calculated total energy: -589.2777 Eh
* total charge: +1
* F_max: 6.78 eV Å⁻¹

2.
C9H12N3O11V | ωB97M-V/def2-TZVPD

```
36
Properties=species:S:1:pos:R:3:forces:R:3:mulliken_charge:R:1
O -0.22948 0.62412 -0.55247 0.42 0.89 0.58 -0.642
V -0.92719 -0.42479 -1.47847 -2.80 -0.23 -4.09 1.584
O -0.21196 -1.81749 -1.32332 0.24 -0.27 0.16 -0.715
N 0.52617 1.21255 -4.16471 -0.35 2.26 -0.15 0.871
O -0.31924 1.92219 -4.67322 0.27 0.58 -0.89 -0.554
O 1.75081 1.39172 -4.30598 0.34 -0.16 -0.32 -0.652
O 0.13938 0.32570 -3.40313 -0.51 -3.27 2.63 -0.532
O -2.91804 -0.58802 -2.42097 2.29 -0.17 1.64 -0.714
C -3.58326 0.64085 -2.17965 0.16 0.55 -1.66 0.206
C -4.28109 1.39858 -3.45132 3.19 -0.56 -2.74 -0.551
O -3.45269 1.46116 -4.65412 -1.58 -0.24 2.24 -0.996
H -2.74720 1.24869 -1.83377 -0.51 1.36 0.22 -0.003
H -4.32969 0.52703 -1.39353 -0.26 0.01 0.39 0.280
H -4.51073 2.44065 -3.22892 -0.06 0.52 1.18 0.181
H -5.24039 0.99953 -3.78087 -0.69 -0.94 0.59 0.253
C 3.28081 -0.07614 -1.49411 1.04 0.81 0.31 -0.499
N 3.97875 -0.54237 -2.71935 -1.23 -1.14 -1.89 0.890
O 4.22219 -1.74230 -2.75454 0.52 -0.46 0.67 -0.599
O 4.11741 0.13829 -3.71283 0.43 0.85 1.06 -0.508
H 2.20859 0.03625 -1.65474 0.02 -0.33 -0.29 0.196
H 3.70099 0.90581 -1.27659 -0.17 0.04 0.05 0.248
H 3.58103 -0.79693 -0.73356 -0.50 0.15 -0.04 0.287
C 1.86574 -1.12813 5.20631 -1.42 0.14 2.66 -0.746
C 0.54868 -0.95922 5.70267 -0.11 0.61 -0.76 -0.151
C -0.50053 -0.54571 4.86207 0.74 -1.38 4.31 -0.499
C -0.28391 -0.41919 3.54070 -2.49 0.73 -4.32 -0.058
C 1.01594 -0.43973 3.04690 1.86 -0.58 0.42 -0.629
C 2.07755 -0.79991 3.92426 -0.47 0.35 -3.01 -0.104
N -1.47220 -0.29967 2.61835 3.47 0.17 4.61 0.740
O -1.35321 -0.69256 1.47297 -0.24 -0.62 -2.22 -0.603
O -2.51298 0.09685 3.20567 -1.36 0.18 -0.18 -0.798
H 2.68399 -1.33670 5.87966 0.11 -0.26 0.07 0.315
H 0.32010 -1.08032 6.75124 0.06 -0.18 0.21 0.326
H -1.44396 -0.53094 5.38755 -0.39 0.37 -0.74 0.367
H 1.20798 -0.20612 2.01011 -0.12 -0.16 -0.12 0.487
H 3.09163 -0.94375 3.58172 0.14 0.38 -0.58 0.321
```
Forces are in eV/Å.

Properties
* ⟨S²⟩: 0.762
* HOMO (spin up / spin down): 2.85 / 2.85 eV
* spin multiplicity: 2
* LUMO level (spin up / spin down): 6.51 / 6.48 eV
* calculated total energy: -2285.5381 Eh
* total charge: -3
* F_max: 5.78 eV Å⁻¹

3.
C9H12N3S2 | ωB97M-V/def2-TZVPD

```
26
Properties=species:S:1:pos:R:3:forces:R:3:mulliken_charge:R:1
N 3.75810 -1.68621 0.51979 3.48 -1.20 -0.36 -0.367
C 2.84150 -0.85098 0.11122 -1.53 0.38 0.90 0.646
N 3.16547 0.06922 -0.73902 1.20 -2.46 -0.06 -1.036
N 2.25714 1.07387 -0.92106 0.80 2.41 3.03 0.517
C 0.84049 0.84298 -0.95015 -2.04 -0.67 -0.93 -0.795
C 0.38772 0.33602 0.44379 0.25 1.59 0.31 0.602
S 0.78760 1.91606 1.48747 -0.55 -0.46 -1.72 -0.136
C -1.06504 -0.03822 0.37197 -0.98 0.49 0.15 0.267
C -2.11344 0.81704 0.79070 0.77 -2.50 0.01 -0.536
C -3.39418 0.29271 0.80983 -2.42 2.12 -0.39 -0.669
C -3.73374 -0.83336 0.10835 1.39 -1.89 -0.24 -0.401
C -2.67695 -1.64372 -0.42256 -1.69 1.65 0.76 -0.655
C -1.38933 -1.27343 -0.24170 1.59 0.33 -0.39 -0.333
S 1.29058 -1.17817 0.95664 0.36 1.26 -0.64 -0.166
H 4.69353 -1.52074 0.13192 -0.58 -0.09 0.10 0.268
H 3.77523 -2.45717 1.17750 -1.03 0.42 -0.13 0.208
H 2.62459 1.66000 -1.66014 -0.20 0.21 -0.21 0.367
H 2.37029 1.59352 0.09960 -0.58 0.09 -2.45 0.412
H 0.51963 -0.02626 -1.61198 0.70 1.55 0.08 0.388
H 0.41294 1.88481 -1.23933 0.10 -2.08 0.53 0.353
H 1.00261 1.40268 2.64988 0.29 -0.84 1.33 0.244
H -2.01896 1.77876 1.19758 0.77 1.06 0.51 0.450
H -4.24752 0.97162 1.19410 1.54 -1.29 -0.50 0.276
H -4.74975 -1.17294 0.02474 -0.25 0.05 -0.03 0.404
H -2.79951 -2.50075 -1.01540 -0.84 -1.08 -0.49 0.431
H -0.63063 -1.95187 -0.71902 -0.55 0.95 0.84 0.263
```
Forces are in eV/Å.

Properties
* energy above the lowest of the compared OMol25 structures with the same formula, charge and spin: 40.8 kcal per mole
* SMILES: NC1=N[NH2+]C[C@@](S)(c2ccccc2)S1
* HOMO: -12.48 eV
* LUMO level: -2.89 eV
* calculated total energy: -1310.4778 Eh
* total charge: +1
* F_max: 3.95 eV Å⁻¹

4.
C9H12N4S | ωB97M-V/def2-TZVPD

```
26
Properties=species:S:1:pos:R:3:forces:R:3:mulliken_charge:R:1
C 0.02803 -0.71479 3.80945 0.28 0.18 0.25 -0.515
C -0.76534 -0.44158 2.67520 -0.15 0.56 -0.46 -0.248
C 0.76488 0.35250 4.21585 0.00 0.21 -0.10 -0.442
C -0.62300 0.84718 2.24276 0.72 -0.60 1.09 0.125
C 1.45366 -0.59425 -2.67292 -0.02 -0.23 -0.53 -0.377
C 0.27836 -0.83413 -3.30328 0.57 -0.14 -0.28 -0.551
C -0.19465 0.05736 -1.31334 -0.39 0.46 1.28 -0.521
C 2.08336 0.34183 -0.44097 0.19 0.25 0.43 -0.683
C -2.12804 -0.51075 -2.66866 -0.61 -0.09 -0.02 -0.884
N -1.85429 0.92802 0.26366 -0.64 -0.33 -0.46 -0.850
N 1.14067 -0.05067 -1.45076 -0.51 -0.30 -0.63 0.340
N -0.71389 -0.42508 -2.44826 0.73 0.10 0.15 0.276
N -1.20249 1.47680 1.13198 0.27 1.47 0.17 0.476
S 0.51182 1.74077 3.22703 -0.40 -0.58 -0.22 -0.165
H 0.04964 -1.66905 4.30617 0.02 -0.13 0.08 0.379
H -1.41924 -1.14634 2.19886 -0.14 -0.09 -0.19 0.495
H 1.44679 0.42392 5.04166 0.08 -0.05 0.14 0.424
H 2.46415 -0.76197 -2.98606 0.16 -0.07 -0.13 0.389
H 0.07803 -1.25371 -4.26822 0.02 -0.08 -0.19 0.430
H 1.74519 -0.02145 0.53125 0.06 0.02 -0.08 0.233
H 3.06304 -0.08020 -0.66330 -0.05 0.00 0.00 0.288
H 2.16755 1.43062 -0.39053 0.04 -0.09 -0.02 0.264
H -2.45138 -1.55681 -2.69710 0.03 0.14 -0.01 0.312
H -2.60112 -0.00520 -1.82493 -0.02 -0.08 -0.20 0.276
H -2.40618 -0.02797 -3.60942 0.03 -0.01 0.11 0.337
H -0.91555 2.49497 1.09385 -0.25 -0.53 -0.20 0.192
```
Forces are in eV/Å.

Properties
* energy above the lowest of the compared OMol25 structures with the same formula, charge and spin: 20.1 kcal per mole
* HOMO: -7.54 eV
* LUMO level: 0.74 eV
* calculated total energy: -967.2006 Eh
* F_max: 1.50 eV Å⁻¹

5.
C9H12NO3 | ωB97M-V/def2-TZVPD

```
25
Properties=species:S:1:pos:R:3:forces:R:3:mulliken_charge:R:1
C -3.64117 -0.23268 0.01348 1.48 0.32 -0.75 -0.240
C -2.90220 -1.05300 0.78841 -0.31 1.81 -2.30 -0.665
O -1.59012 -0.88591 0.45157 -0.06 0.48 0.71 -0.309
C -1.53701 0.12623 -0.47209 0.02 0.28 -1.52 0.129
C -0.14688 0.49210 -0.95372 -1.44 1.72 1.64 0.164
O 0.35577 1.67798 -0.32245 0.12 -0.87 -0.43 -0.397
C 0.65525 1.30235 0.98563 -1.10 -0.15 2.54 -0.639
C 1.25616 -0.12165 0.94653 -0.45 1.74 -0.94 0.031
C 2.78267 -0.07615 0.80094 -0.61 0.36 -0.61 -0.611
O 3.02037 -0.91680 -0.31944 1.70 -0.56 2.06 -0.381
C 2.08891 -0.63801 -1.22405 0.91 1.43 -1.88 -0.508
N 0.80423 -0.53741 -0.44061 -0.33 -2.85 -1.08 0.094
C -2.79210 0.53984 -0.84535 0.30 -0.99 0.85 -0.675
H -4.63101 -0.16135 -0.25676 -2.38 -0.32 0.66 0.432
H -3.24316 -1.76840 1.44076 0.06 -1.64 1.51 0.508
H -0.17292 0.81344 -1.98778 0.47 -0.98 -0.49 0.484
H -0.28269 1.13159 1.61193 0.87 1.06 -0.71 0.235
H 1.33653 2.05766 1.44902 -0.72 -0.66 -0.35 0.518
H 0.77162 -0.75777 1.70481 0.74 0.05 -0.44 0.459
H 3.14698 0.99692 0.58551 -0.34 -1.71 0.65 0.341
H 3.11968 -0.59827 1.66371 1.33 0.24 0.66 0.390
H 2.25494 -1.41283 -1.98715 -1.33 0.27 -0.03 0.359
H 2.27408 0.38659 -1.63254 -0.53 -0.57 -0.12 0.393
H 0.38429 -1.51297 -0.39519 0.23 1.56 -0.06 0.489
H -3.31220 1.14849 -1.60518 1.38 0.00 0.42 0.399
```
Forces are in eV/Å.

Properties
* energy above the lowest of the compared OMol25 structures with the same formula, charge and spin: 37.6 kcal per mole
* SMILES: c1coc([C@H]2OC[C@@H]3COC[N@@H+]32)c1
* HOMO: -12.81 eV
* LUMO level: -2.88 eV
* calculated total energy: -630.2809 Eh
* total charge: +1
* F_max: 3.07 eV Å⁻¹

> Number 1 is which compound?

C9H12N3O